Entry 1:
H28O14 | wB97M-V/def2-TZVPD

lowest unoccupied orbital energy: -0.023 hartree
HOMO energy: -10.154 eV
relative energy (zero: lowest compared OMol25 entry of this formula, charge and spin): 63.3 kcal per mole

Geometry as ORCA input:
```
! RIJCOSX wB97M-V def2-TZVPD def2/J DEFGRID3
* xyz 0 1
O -0.936 -2.236 2.985
H -1.360 -1.586 2.392
H -1.260 -3.120 2.650
O -1.202 1.601 -1.458
H -0.654 2.317 -1.164
H -0.859 1.086 -0.712
O -1.140 0.483 3.716
H -1.609 0.678 4.507
H -1.715 0.585 2.926
O 2.481 -1.869 -2.875
H 2.167 -2.496 -3.495
H 1.747 -1.644 -2.345
O 0.585 3.054 3.679
H 0.675 2.181 3.342
H -0.318 3.136 3.317
O -0.274 0.127 0.421
H 0.426 0.529 0.914
H 0.134 -0.536 -0.120
O -0.763 -3.332 -2.397
H -0.805 -2.701 -3.135
H -0.211 -2.823 -1.768
O -2.335 -1.087 -1.325
H -3.302 -0.899 -1.269
H -2.452 -2.045 -1.467
O 0.953 -2.030 -0.647
H 1.828 -2.376 -0.506
H 0.343 -2.387 0.019
O 2.474 1.255 -1.572
H 3.300 0.829 -1.534
H 2.203 1.421 -0.704
O 0.065 3.726 -0.366
H 0.708 3.988 -1.090
H 0.550 3.112 0.202
O 0.371 0.160 -3.164
H 1.006 0.634 -2.636
H -0.503 0.423 -2.841
O 1.954 1.400 1.061
H 2.394 2.225 1.210
H 2.699 0.876 1.383
O -2.595 -0.674 1.581
H -2.896 -1.505 1.234
H -1.872 -0.462 1.036
*
```

Entry 2:
C5H7NO | wB97M-V/def2-TZVPD

lowest unoccupied orbital energy: 0.029 hartree
HOMO energy: -9.081 eV
relative energy (zero: lowest compared OMol25 entry of this formula, charge and spin): 55.9 kcal per mole

Geometry as ORCA input:
```
! RIJCOSX wB97M-V def2-TZVPD def2/J DEFGRID3
* xyz 0 1
C -0.911 2.212 -0.338
C -1.370 0.989 -0.308
N -1.752 -0.175 -0.246
C -0.706 -1.147 0.133
C 0.737 -0.720 0.001
C 1.614 -0.804 0.999
O 1.148 -0.351 -1.250
H -0.831 2.757 0.599
H -0.531 2.653 -1.257
H -0.900 -1.435 1.168
H -0.833 -2.035 -0.493
H 2.679 -0.681 0.818
H 1.269 -1.058 1.997
H 0.386 -0.205 -1.825
*
```

Entry 3:
C4H4OSe | wB97M-V/def2-TZVPD

lowest unoccupied orbital energy (alpha / beta): 0.034 / -0.031 hartree
expectation value of S²: 2.01
HOMO energy (alpha / beta): -6.270 / -9.195 eV
relative energy (zero: lowest compared OMol25 entry of this formula, charge and spin): 64.6 kcal per mole

Geometry as ORCA input:
```
! RIJCOSX wB97M-V def2-TZVPD def2/J DEFGRID3
* xyz 0 3
C -1.169 1.476 -0.682
C -0.396 2.052 0.170
C -0.459 0.485 0.236
C 0.505 -1.578 0.018
O 0.619 -0.295 -0.357
Se 1.969 -2.603 0.042
H -1.752 1.550 -1.617
H 0.340 2.804 0.503
H -0.903 -0.203 0.998
H 1.247 -3.689 0.687
*
```

Entry 4:
C27H26FN3O7 | wB97M-V/def2-TZVPD

lowest unoccupied orbital energy: 0.000 hartree
HOMO energy: -8.315 eV

Geometry as ORCA input:
```
! RIJCOSX wB97M-V def2-TZVPD def2/J DEFGRID3
* xyz 0 1
O 6.314 0.700 0.276
C 5.344 0.633 1.014
O 5.415 0.827 2.350
C 4.021 0.423 0.416
C 3.431 1.448 -0.345
C 2.160 1.279 -0.910
C 1.467 0.078 -0.727
C 2.058 -0.948 0.015
C 3.313 -0.786 0.583
C 3.640 -2.037 1.252
O 4.725 -2.234 1.786
N 2.592 -2.944 1.091
C 2.538 -4.290 1.536
C 1.613 -5.189 0.967
C 1.539 -6.525 1.381
C 2.383 -6.996 2.382
O 2.302 -8.302 2.785
C 3.303 -6.127 2.973
F 4.126 -6.575 3.952
C 3.371 -4.792 2.556
C 1.521 -2.321 0.302
H 6.362 0.878 2.543
H 3.972 2.379 -0.493
H 1.716 2.080 -1.492
H 0.484 -0.066 -1.165
H 0.936 -4.877 0.181
H 0.830 -7.211 0.929
H 2.958 -8.451 3.489
H 4.093 -4.160 3.059
H 1.345 -2.853 -0.638
H 0.587 -2.265 0.872
C -2.162 3.209 -4.734
N -2.867 1.928 -4.728
C -3.422 1.301 -3.685
O -3.985 0.227 -3.864
C -3.316 1.889 -2.264
C -2.120 1.244 -1.541
C -1.840 1.760 -0.143
C -0.935 2.823 0.049
C -0.685 3.315 1.345
C -1.349 2.747 2.454
O -1.128 3.224 3.706
C -2.255 1.685 2.261
C -2.494 1.188 0.966
N -4.556 1.632 -1.519
C -5.198 2.419 -0.657
C -4.705 3.828 -0.386
O -6.202 2.017 -0.093
H -1.319 3.184 -4.041
H -1.783 3.411 -5.738
H -2.844 4.015 -4.453
H -2.985 1.452 -5.611
H -3.146 2.961 -2.334
H -2.282 0.166 -1.486
H -1.229 1.402 -2.150
H -0.436 3.269 -0.799
H 0.008 4.129 1.491
H -0.481 3.929 3.721
H -2.763 1.262 3.116
H -3.198 0.378 0.825
H -4.994 0.737 -1.685
H -4.714 4.400 -1.310
H -5.375 4.295 0.334
H -3.703 3.794 0.033
*
```

Entry 5:
C2H2N2O | wB97M-V/def2-TZVPD

lowest unoccupied orbital energy: -0.003 hartree
HOMO energy: -11.069 eV
relative energy (zero: lowest compared OMol25 entry of this formula, charge and spin): 19.3 kcal per mole

Geometry as ORCA input:
```
! RIJCOSX wB97M-V def2-TZVPD def2/J DEFGRID3
* xyz 0 1
N -1.769 -0.476 -1.801
C -0.910 0.007 -1.114
C -0.140 0.477 0.044
N 0.830 -0.398 0.594
O -0.253 1.576 0.520
H 1.157 -1.305 0.218
H 1.086 0.118 1.541
*
```

Entry 6:
C2H3NO3 | wB97M-V/def2-TZVPD

lowest unoccupied orbital energy: 0.024 hartree
HOMO energy: -9.799 eV
relative energy (zero: lowest compared OMol25 entry of this formula, charge and spin): 83.2 kcal per mole

Geometry as ORCA input:
```
! RIJCOSX wB97M-V def2-TZVPD def2/J DEFGRID3
* xyz 0 1
O -2.045 -1.419 0.072
C -1.447 -0.834 -0.823
O -0.211 -0.239 -0.617
C 0.205 -0.070 0.671
N 1.226 0.680 0.954
O 1.863 1.281 -0.118
H -1.678 -0.883 -1.860
H -0.313 -0.653 1.378
H 2.400 2.137 0.344
*
```

Entry 7:
C18H20ClFN4O2 | wB97M-V/def2-TZVPD

lowest unoccupied orbital energy: 0.003 hartree
HOMO energy: -8.487 eV
relative energy (zero: lowest compared OMol25 entry of this formula, charge and spin): 3.2 kcal per mole

Geometry as ORCA input:
```
! RIJCOSX wB97M-V def2-TZVPD def2/J DEFGRID3
* xyz 0 1
C -6.225 -3.737 0.186
O -5.929 -2.373 -0.079
C -4.680 -1.969 0.215
C -4.384 -0.592 -0.068
C -3.158 -0.126 0.198
C -2.155 -1.006 0.772
N -0.940 -0.746 1.116
C -0.418 0.522 0.894
O -0.479 1.109 -0.169
C 0.378 1.058 2.060
C 0.945 2.437 1.808
C -0.050 3.613 1.764
N 0.894 4.396 2.575
C 0.372 5.330 3.544
C 1.489 6.038 4.270
C 2.158 7.062 3.612
C 3.212 7.730 4.205
C 3.597 7.363 5.478
F 4.623 8.022 6.053
C 2.970 6.354 6.186
C 3.418 5.989 7.572
C 1.912 5.701 5.554
Cl 1.105 4.445 6.442
C 1.561 3.160 3.024
N -2.607 -2.276 0.975
N -3.823 -2.782 0.716
H -7.259 -3.891 -0.111
H -5.578 -4.399 -0.390
H -6.112 -3.965 1.246
H -5.148 0.040 -0.499
H -2.895 0.897 -0.025
H -0.275 1.062 2.938
H 1.175 0.340 2.277
H 1.602 2.432 0.943
H -0.297 4.044 0.794
H -0.982 3.374 2.301
H -0.210 6.076 2.997
H -0.321 4.855 4.257
H 1.853 7.328 2.608
H 3.735 8.527 3.694
H 3.723 4.942 7.612
H 4.253 6.604 7.893
H 2.600 6.115 8.283
H 1.159 2.773 3.970
H 2.648 3.227 3.099
H -1.957 -2.939 1.367
*
```

Entry 8:
C3H9N2O6S2 | wB97M-V/def2-TZVPD

lowest unoccupied orbital energy: 0.114 hartree
HOMO energy: -5.779 eV
relative energy (zero: lowest compared OMol25 entry of this formula, charge and spin): 0.0 kcal per mole

Geometry as ORCA input:
```
! RIJCOSX wB97M-V def2-TZVPD def2/J DEFGRID3
* xyz -1 1
N 1.615 -1.651 -0.100
C 2.078 -0.530 0.721
C 2.219 0.764 -0.057
S 0.714 1.509 -0.689
O 1.113 2.850 -1.053
O 0.195 0.690 -1.763
N -0.156 1.451 0.651
S -1.734 1.320 0.604
O -2.201 1.323 1.973
O -2.389 2.187 -0.337
C -2.008 -0.383 0.032
O -3.278 -0.463 -0.589
O -3.334 -1.722 -1.278
H 2.336 -1.949 -0.745
H 1.389 -2.441 0.491
H 1.347 -0.373 1.514
H 3.046 -0.734 1.204
H 2.625 1.527 0.608
H 2.892 0.666 -0.912
H -1.990 -0.999 0.939
H -1.217 -0.676 -0.660
H -3.262 -2.364 -0.555
*
```